# 1
{"formula": "C39H56AsIrN5SSi3", "method": "wB97M-V/def2-TZVPD", "relative_energy_ev": 1.6383, "homo_energy_ev": -16.172, "orbital_gap_ev": 8.2, "charge": 3, "symbols": ["Ir", "C", "N", "C", "C", "C", "C", "C", "C", "N", "C", "C", "C", "C", "C", "C", "N", "C", "C", "C", "C", "C", "N", "H", "H", "H", "H", "H", "H", "H", "H", "H", "H", "H", "H", "H", "H", "H", "H", "H", "H", "C", "Si", "C", "C", "As", "Si", "C", "C", "C", "Si", "C", "C", "C", "H", "H", "H", "H", "H", "H", "H", "H", "H", "H", "H", "H", "H", "H", "H", "H", "H", "H", "H", "H", "H", "H", "H", "H", "H", "H", "H", "N", "S", "C", "C", "C", "C", "C", "C", "C", "C", "C", "C", "C", "C", "H", "H", "H", "H", "H", "H", "H", "H", "H", "H", "H"], "positions_angstrom": [[-0.0565, 0.2260, 0.0926], [-1.0151, -1.3949, 2.6291], [-0.6293, -0.0416, 2.0518], [-1.7425, 0.9638, 2.2133], [-2.6659, 0.8891, 1.0297], [-4.0321, 1.0634, 1.1187], [-4.7997, 0.9412, -0.0266], [-4.1780, 0.6114, -1.2234], [-2.8090, 0.4509, -1.2394], [-2.0612, 0.6308, -0.1438], [0.5983, 0.3482, 2.8220], [1.8008, -0.2977, 2.1890], [2.8736, -0.7722, 2.9130], [3.9940, -1.2387, 2.2325], [3.9918, -1.2346, 0.8484], [2.8647, -0.7831, 0.1840], [1.7981, -0.3170, 0.8365], [-1.8993, -2.3548, 1.8729], [-1.5959, -3.7096, 1.9374], [-2.4716, -4.6139, 1.3493], [-3.5892, -4.1235, 0.6945], [-3.8049, -2.7518, 0.6916], [-2.9906, -1.8836, 1.2840], [-0.0799, -1.8999, 2.8693], [-1.4983, -1.1586, 3.5818], [-2.2750, 0.8090, 3.1521], [-1.2775, 1.9508, 2.2376], [-4.4886, 1.2634, 2.0789], [-5.8729, 1.0717, 0.0176], [-4.7429, 0.4795, -2.1353], [-2.2825, 0.1728, -2.1430], [0.6978, 1.4316, 2.7646], [0.5020, 0.0713, 3.8728], [2.8432, -0.7622, 3.9945], [4.8537, -1.6004, 2.7808], [4.8409, -1.5874, 0.2804], [2.8071, -0.7897, -0.8973], [-0.7059, -4.0538, 2.4505], [-2.3045, -5.6796, 1.4311], [-4.2851, -4.7875, 0.2014], [-4.6862, -2.3358, 0.2169], [-2.3985, 4.5255, 0.9683], [-1.1656, 4.3684, -0.4179], [-1.9149, 3.7880, -2.0319], [-0.3475, 6.0139, -0.6702], [0.5232, 2.7263, 0.2257], [1.7962, 2.4002, -1.7303], [1.7181, 3.7825, -2.9622], [0.8341, 0.8937, -2.3895], [3.5767, 2.0287, -1.3384], [1.9479, 3.7315, 1.9175], [0.9154, 3.9791, 3.4555], [3.3988, 2.5878, 2.2088], [2.5520, 5.3530, 1.2375], [-3.0970, 5.3224, 0.6956], [-1.9212, 4.8334, 1.9007], [-2.9891, 3.6307, 1.1506], [-2.9981, 3.9309, -2.0119], [-1.7235, 2.7429, -2.2661], [-1.5278, 4.3930, -2.8533], [-1.1519, 6.7025, -0.9517], [0.3798, 6.0221, -1.4808], [0.1149, 6.4181, 0.2263], [0.7216, 3.9624, -3.3635], [2.3812, 3.5552, -3.8019], [2.0848, 4.7066, -2.5116], [0.0238, 1.2363, -3.0374], [0.3054, 0.1485, -1.7251], [1.4636, 0.2107, -2.9655], [4.1079, 2.9811, -1.2611], [4.0407, 1.4758, -2.1599], [3.7445, 1.4812, -0.4121], [0.8921, 3.1128, 4.1187], [-0.1106, 4.2833, 3.2416], [1.3720, 4.7929, 4.0266], [3.2104, 1.5374, 1.9846], [3.7055, 2.6564, 3.2560], [4.2472, 2.9088, 1.6019], [1.8786, 6.1778, 1.4642], [2.7376, 5.3406, 0.1625], [3.5043, 5.5707, 1.7302], [-0.3524, -1.8261, -0.4092], [0.2326, -2.5400, -1.7220], [1.4551, -3.7414, -1.2314], [1.5198, -4.2262, 0.0660], [2.4499, -5.2113, 0.3677], [3.2972, -5.6939, -0.6215], [3.2263, -5.1913, -1.9151], [2.3004, -4.2081, -2.2295], [-1.0271, -3.5698, -2.4355], [-1.4327, -4.7603, -1.8392], [-2.4034, -5.5182, -2.4728], [-2.9395, -5.0968, -3.6862], [-2.5167, -3.9152, -4.2725], [-1.5562, -3.1372, -3.6448], [-0.7154, -2.4728, 0.2802], [0.8614, -3.8434, 0.8373], [2.5091, -5.6080, 1.3722], [4.0158, -6.4666, -0.3846], [3.8905, -5.5670, -2.6813], [2.2324, -3.8224, -3.2402], [-0.9492, -5.1281, -0.9424], [-2.7374, -6.4458, -2.0281], [-3.6763, -5.7103, -4.1872], [-2.9257, -3.6024, -5.2237], [-1.2170, -2.2134, -4.0985]], "lowdin_charge": [1.081, -0.058, -0.233, -0.097, -0.295, -0.003, -0.002, -0.014, -0.108, -0.079, -0.124, -0.287, 0.012, 0.009, 0.000, -0.119, -0.065, -0.323, -0.038, -0.034, -0.025, -0.080, 0.135, 0.126, 0.151, 0.151, 0.084, 0.140, 0.134, 0.129, 0.116, 0.052, 0.153, 0.141, 0.136, 0.134, 0.118, 0.123, 0.131, 0.123, 0.119, -0.189, 0.356, -0.189, -0.185, 0.857, 0.309, -0.182, -0.227, -0.190, 0.357, -0.195, -0.182, -0.191, 0.059, 0.029, 0.009, 0.050, -0.006, 0.040, 0.062, 0.031, 0.023, 0.029, 0.059, 0.038, 0.049, -0.080, 0.056, 0.054, 0.057, -0.003, 0.032, 0.019, 0.058, -0.011, 0.060, 0.048, 0.034, 0.032, 0.057, -0.399, 1.073, -0.413, -0.092, -0.048, -0.036, -0.036, -0.068, -0.385, -0.072, -0.045, -0.031, -0.046, -0.082, -0.021, 0.081, 0.118, 0.124, 0.125, 0.122, 0.107, 0.123, 0.125, 0.122, 0.109]}

# 2
{"formula": "C35H55N6SSi3Ti", "method": "wB97M-V/def2-TZVPD", "relative_energy_ev": 0.0000, "homo_energy_ev": [-6.161, -6.051], "orbital_gap_ev": [6.1, 6.0], "spin_multiplicity": 2, "charge": 0, "s_squared": 0.762, "symbols": ["Ti", "N", "C", "C", "C", "N", "C", "C", "N", "C", "H", "H", "H", "H", "H", "H", "H", "H", "H", "H", "H", "H", "H", "H", "H", "H", "C", "C", "C", "C", "C", "C", "C", "C", "C", "S", "C", "N", "H", "H", "H", "H", "H", "H", "H", "H", "C", "C", "C", "C", "C", "C", "N", "N", "Si", "C", "C", "C", "H", "H", "H", "H", "H", "H", "H", "H", "H", "H", "H", "H", "H", "H", "H", "C", "Si", "C", "C", "C", "C", "C", "C", "C", "Si", "C", "C", "H", "H", "H", "H", "H", "H", "H", "H", "H", "H", "H", "H", "H", "H", "H", "H"], "positions_angstrom": [[-0.0014, -0.1875, -0.6533], [0.0465, 0.0010, 3.3655], [-0.0772, 1.1304, 4.3582], [-1.3643, 1.9139, 4.1202], [-1.3822, 2.7144, 2.8210], [-1.5401, 1.7909, 1.6993], [-0.1027, 3.5429, 2.6789], [1.2004, 2.7656, 2.8843], [1.3935, 1.7356, 1.8586], [1.1607, 2.0408, 4.2347], [-0.8355, -0.4389, 3.0609], [0.6632, -0.7428, 3.6867], [0.4774, 0.4307, 2.4744], [-0.1167, 0.6894, 5.3537], [-1.4630, 2.6139, 4.9534], [-2.2278, 1.2423, 4.1667], [-2.2169, 3.4211, 2.8843], [-1.6101, 2.3000, 0.8228], [-2.4005, 1.2565, 1.7783], [-0.1295, 4.3359, 3.4326], [-0.0929, 4.0367, 1.7064], [2.0238, 3.4859, 2.8843], [2.3547, 1.4200, 1.7674], [1.1009, 2.0353, 0.9375], [1.1293, 2.7836, 5.0331], [2.0748, 1.4546, 4.3804], [0.9660, -1.0055, -3.4020], [0.5615, -2.2309, -2.6583], [0.6814, -3.5121, -3.2398], [0.2110, -4.5968, -2.5831], [-0.4370, -4.4358, -1.3361], [-1.0031, -5.5315, -0.6489], [-1.6760, -5.3200, 0.5186], [-1.8089, -4.0170, 1.0366], [-1.2546, -2.9197, 0.4132], [-1.4836, -1.2954, 1.0296], [-0.5349, -3.1345, -0.8038], [0.0035, -2.0499, -1.4740], [1.4957, -1.2430, -4.3225], [1.6052, -0.3662, -2.7876], [0.0672, -0.4301, -3.6556], [1.1505, -3.6000, -4.2106], [0.3019, -5.5889, -3.0099], [-0.9083, -6.5238, -1.0732], [-2.1270, -6.1535, 1.0427], [-2.3744, -3.8524, 1.9457], [1.0130, -3.1104, 2.8525], [1.9589, -2.7257, 1.7431], [3.0478, -3.5306, 1.4671], [3.8935, -3.1536, 0.4268], [3.6504, -1.9905, -0.2611], [2.5577, -1.1708, 0.1162], [1.7143, -1.5837, 1.0819], [2.2732, 0.0440, -0.4613], [3.6486, 0.9918, -0.9396], [4.3890, 0.5964, -2.6171], [5.0416, 0.7727, 0.3069], [3.3572, 2.8354, -0.8747], [1.4372, -2.8409, 3.8277], [0.8549, -4.1884, 2.8694], [0.0486, -2.6199, 2.7277], [3.2141, -4.4367, 2.0344], [4.7331, -3.7813, 0.1515], [4.2659, -1.7077, -1.1038], [4.7575, -0.4309, -2.6807], [5.2411, 1.2626, -2.7852], [3.6902, 0.7438, -3.4413], [5.4228, -0.2452, 0.3944], [4.7250, 1.0913, 1.3072], [5.8728, 1.4195, 0.0103], [2.6300, 3.2175, -1.5841], [4.3184, 3.3114, -1.1011], [3.0661, 3.1627, 0.1275], [-3.9960, -0.0421, -0.6557], [-2.4426, -0.1381, -1.7375], [-2.8059, -1.6383, -2.8425], [-2.7525, 1.3765, -2.8429], [-3.9201, 1.5230, -3.6143], [-4.1633, 2.6738, -4.3457], [-3.2365, 3.7146, -4.3152], [-2.0817, 3.5806, -3.5633], [-1.8201, 2.4156, -2.8210], [-0.1620, 2.1768, -1.9128], [0.9785, 2.3851, -3.4417], [-0.0536, 3.8556, -0.9933], [-4.8767, -0.0449, -1.3078], [-4.0196, 0.8971, -0.0897], [-4.0805, -0.8702, 0.0487], [-3.7829, -1.5253, -3.3228], [-2.8286, -2.5694, -2.2658], [-2.0590, -1.7520, -3.6357], [-4.6568, 0.7242, -3.6369], [-5.0682, 2.7675, -4.9354], [-3.4160, 4.6212, -4.8825], [-1.3640, 4.3975, -3.5637], [1.1164, 3.4482, -3.6676], [0.4854, 1.9311, -4.3048], [1.9671, 1.9402, -3.3525], [0.0784, 4.6501, -1.7353], [0.7670, 3.9505, -0.2796], [-0.9945, 4.0614, -0.4716]], "lowdin_spin": [0.968, 0.000, 0.000, 0.000, 0.002, 0.015, 0.000, 0.000, 0.001, 0.000, 0.000, 0.000, 0.001, 0.000, 0.000, 0.000, 0.000, 0.004, 0.001, 0.000, 0.000, 0.000, 0.000, 0.000, 0.000, 0.000, 0.007, 0.012, -0.001, 0.007, 0.000, 0.002, -0.001, 0.002, 0.006, 0.003, 0.006, 0.010, 0.001, 0.001, 0.001, 0.000, 0.000, 0.000, 0.000, 0.000, 0.000, 0.000, -0.001, 0.000, 0.000, 0.001, -0.001, 0.002, 0.001, 0.000, 0.000, 0.000, 0.000, 0.000, 0.000, 0.000, 0.000, 0.000, 0.000, 0.000, 0.000, 0.000, 0.000, 0.000, 0.000, 0.000, 0.000, -0.003, -0.016, -0.004, -0.003, -0.001, 0.000, 0.000, 0.000, 0.001, -0.011, -0.006, -0.004, -0.001, 0.000, 0.000, -0.001, 0.000, 0.000, 0.000, 0.000, 0.000, 0.000, -0.001, 0.000, 0.000, -0.001, 0.000, 0.000]}

| no. | E (Eh) |
| --- | --- |
| 1 | -5399.54456 |
| 2 | -3811.49462 |